{"formula": "C30H66O20P2", "method": "ωB97M-V with the def2-TZVPD basis set", "symbols": ["C", "O", "P", "O", "O", "C", "O", "C", "H", "H", "H", "H", "H", "H", "H", "H", "H", "C", "O", "P", "O", "O", "C", "O", "C", "H", "H", "H", "H", "H", "H", "H", "H", "H", "O", "C", "O", "C", "C", "C", "H", "H", "H", "H", "H", "H", "H", "H", "O", "C", "O", "C", "C", "C", "H", "H", "H", "H", "H", "H", "H", "H", "O", "C", "O", "C", "C", "C", "H", "H", "H", "H", "H", "H", "H", "H", "O", "C", "O", "C", "C", "C", "H", "H", "H", "H", "H", "H", "H", "H", "O", "C", "O", "C", "C", "C", "H", "H", "H", "H", "H", "H", "H", "H", "O", "C", "O", "C", "C", "C", "H", "H", "H", "H", "H", "H", "H", "H"], "coordinates": [[6.770, 6.032, 5.672], [7.707, 4.927, 5.643], [8.657, 4.815, 4.352], [9.844, 5.634, 4.607], [8.853, 3.226, 4.197], [9.817, 2.780, 3.262], [7.738, 5.210, 3.134], [6.698, 4.450, 2.552], [6.548, 6.180, 6.726], [5.872, 5.641, 5.192], [7.162, 6.934, 5.207], [9.377, 2.460, 2.318], [10.431, 1.939, 3.594], [10.614, 3.504, 3.063], [6.081, 3.991, 3.331], [6.996, 3.600, 1.938], [6.036, 5.081, 1.966], [16.610, 10.183, 2.420], [16.586, 9.702, 1.096], [15.381, 8.785, 0.517], [15.396, 7.430, 1.066], [15.649, 8.947, -1.056], [16.527, 8.040, -1.738], [14.155, 9.763, 0.747], [14.017, 10.987, 0.021], [16.357, 11.244, 2.371], [17.541, 9.967, 2.942], [15.862, 9.760, 3.102], [15.989, 7.770, -2.648], [16.664, 7.129, -1.161], [17.445, 8.487, -2.116], [13.191, 10.869, -0.680], [14.911, 11.213, -0.558], [13.768, 11.805, 0.694], [13.784, 8.028, -6.791], [14.287, 7.323, -5.964], [14.920, 7.843, -4.888], [14.900, 9.226, -4.601], [13.678, 9.484, -3.697], [14.236, 5.816, -5.997], [14.735, 9.901, -5.443], [15.812, 9.550, -4.106], [12.708, 9.357, -4.184], [13.539, 10.554, -3.494], [13.738, 8.956, -2.750], [13.396, 5.476, -5.399], [15.179, 5.375, -5.692], [14.050, 5.772, -7.071], [14.617, 2.836, 2.761], [15.101, 2.436, 3.781], [14.633, 2.754, 5.018], [13.379, 3.476, 5.034], [13.666, 4.878, 5.544], [16.394, 1.687, 3.826], [12.813, 3.010, 5.842], [12.841, 3.453, 4.092], [14.383, 5.411, 4.915], [14.048, 4.904, 6.562], [12.727, 5.427, 5.424], [17.150, 2.128, 3.183], [16.203, 0.655, 3.528], [16.798, 1.683, 4.839], [9.480, 6.954, 0.042], [10.528, 7.539, -0.133], [11.385, 7.890, 0.811], [11.132, 7.451, 2.154], [12.183, 8.129, 3.000], [11.012, 7.939, -1.503], [11.265, 6.367, 2.194], [10.130, 7.592, 2.559], [13.183, 8.078, 2.573], [12.219, 7.645, 3.981], [11.978, 9.173, 3.242], [11.936, 7.440, -1.792], [10.927, 9.019, -1.610], [10.362, 7.469, -2.241], [9.260, 10.895, 4.997], [10.386, 10.559, 5.263], [10.749, 9.456, 5.894], [9.709, 8.499, 6.175], [10.191, 7.609, 7.320], [11.598, 11.435, 4.998], [9.381, 8.083, 5.220], [8.804, 9.080, 6.388], [10.732, 8.206, 8.053], [10.854, 6.853, 6.903], [9.366, 7.144, 7.856], [11.795, 12.233, 5.718], [11.401, 12.013, 4.093], [12.533, 10.884, 4.930], [11.413, 5.450, -3.148], [11.782, 4.345, -3.439], [12.863, 3.698, -3.005], [13.722, 4.417, -2.087], [15.222, 4.283, -2.299], [11.044, 3.496, -4.455], [13.506, 3.975, -1.114], [13.403, 5.458, -2.066], [15.551, 3.318, -1.905], [15.903, 4.987, -1.828], [15.450, 4.267, -3.368], [11.705, 2.916, -5.094], [10.358, 4.093, -5.049], [10.429, 2.800, -3.878], [8.148, 10.019, -0.013], [7.275, 9.650, 0.725], [5.961, 9.829, 0.464], [5.693, 10.109, -0.927], [4.211, 10.066, -1.217], [7.574, 9.093, 2.083], [6.149, 9.287, -1.478], [6.036, 11.084, -1.264], [4.121, 9.964, -2.302], [3.768, 11.009, -0.899], [3.637, 9.206, -0.872], [7.587, 8.011, 2.180], [6.767, 9.501, 2.708], [8.417, 9.568, 2.583]], "lowdin_charge": [-0.07, -0.22, 0.39, -0.21, -0.20, -0.11, -0.21, -0.09, 0.09, 0.08, 0.08, 0.09, 0.09, 0.08, 0.09, 0.09, 0.10, -0.12, -0.23, 0.40, -0.21, -0.24, -0.08, -0.22, -0.07, 0.09, 0.09, 0.09, 0.06, 0.07, 0.10, 0.08, 0.09, 0.09, 0.11, -0.53, -0.03, -0.22, -0.06, 0.05, 0.12, 0.11, 0.08, 0.08, 0.05, 0.08, 0.08, 0.09, 0.10, -0.54, -0.02, -0.21, -0.06, 0.02, 0.12, 0.10, 0.08, 0.08, 0.06, 0.09, 0.09, 0.08, 0.09, -0.54, 0.01, -0.20, -0.04, 0.01, 0.12, 0.10, 0.06, 0.07, 0.06, 0.06, 0.09, 0.07, 0.09, -0.56, -0.01, -0.21, -0.04, 0.01, 0.10, 0.11, 0.08, 0.06, 0.07, 0.09, 0.09, 0.07, 0.10, -0.56, 0.00, -0.18, -0.05, 0.02, 0.13, 0.10, 0.08, 0.06, 0.07, 0.08, 0.09, 0.09, 0.10, -0.53, -0.01, -0.23, -0.08, 0.02, 0.12, 0.12, 0.08, 0.08, 0.08, 0.08, 0.09, 0.08], "relative_energy_kcal_mol": 33.72, "smiles": "COP(=O)(OC)OC.COP(=O)(OC)OC.CCOC(C)=O.CCOC(C)=O.CCOC(C)=O.CCOC(C)=O.CCOC(C)=O.CCOC(C)=O", "total_charge": 0, "fmax_ev_per_a": 2.60, "homo_lumo_gap_ev": 10.07}

=====

{"formula": "C4H6N2O", "method": "ωB97M-V with the def2-TZVPD basis set", "symbols": ["N", "C", "C", "C", "C", "O", "N", "H", "H", "H", "H", "H", "H"], "coordinates": [[0.563, 1.175, 1.420], [0.175, 0.215, 0.565], [1.103, -0.464, -0.297], [0.310, -1.325, -0.987], [-1.127, -1.151, -0.532], [-1.301, 0.478, -1.135], [-0.954, -0.530, 0.756], [1.131, 1.947, 1.090], [-0.061, 1.558, 2.115], [2.165, -0.257, -0.364], [0.599, -2.011, -1.775], [-0.832, 0.418, -1.990], [-1.772, -0.054, 1.133]], "lowdin_charge": [0.18, -0.37, -0.03, -0.06, -0.18, -0.19, 0.02, 0.12, 0.12, 0.11, 0.10, 0.04, 0.14], "relative_energy_kcal_mol": 124.43, "smiles": "Nc1ccc(O)[nH]1", "total_charge": 0, "fmax_ev_per_a": 3.12, "homo_lumo_gap_ev": [7.06, 7.06]}

=====

{"formula": "C15H15Br45", "method": "ωB97M-V with the def2-TZVPD basis set", "symbols": ["C", "Br", "Br", "Br", "H", "C", "Br", "Br", "Br", "H", "C", "Br", "Br", "Br", "H", "C", "Br", "Br", "Br", "H", "C", "Br", "Br", "Br", "H", "C", "Br", "Br", "Br", "H", "C", "Br", "Br", "Br", "H", "C", "Br", "Br", "Br", "H", "C", "Br", "Br", "Br", "H", "C", "Br", "Br", "Br", "H", "C", "Br", "Br", "Br", "H", "C", "Br", "Br", "Br", "H", "C", "Br", "Br", "Br", "H", "C", "Br", "Br", "Br", "H", "C", "Br", "Br", "Br", "H"], "coordinates": [[4.064, 4.510, 1.974], [5.791, 5.325, 1.896], [3.384, 4.079, 0.288], [2.971, 5.724, 2.980], [3.990, 3.557, 2.425], [2.810, -1.568, -6.762], [4.300, -0.476, -7.301], [1.208, -0.666, -6.149], [3.555, -2.841, -5.534], [2.395, -2.136, -7.606], [-2.487, 5.548, 0.094], [-3.892, 4.352, 0.512], [-3.112, 7.003, -1.047], [-1.061, 4.573, -0.771], [-2.227, 6.185, 0.956], [0.804, 2.853, -3.713], [-0.867, 1.935, -3.270], [1.166, 3.020, -5.600], [2.403, 2.288, -2.703], [0.686, 3.829, -3.328], [2.892, -2.767, 3.871], [4.561, -2.758, 4.747], [3.175, -2.796, 1.996], [1.568, -1.451, 4.406], [2.281, -3.535, 4.150], [-7.081, 2.088, -0.890], [-6.882, 1.983, 1.036], [-8.842, 2.101, -1.617], [-5.948, 0.718, -1.614], [-6.742, 3.053, -1.257], [5.786, -1.140, -1.309], [6.253, -2.923, -1.944], [3.878, -1.050, -1.281], [6.525, 0.218, -2.439], [6.001, -1.193, -0.229], [-5.388, -2.530, 0.099], [-4.295, -2.038, 1.650], [-6.118, -4.288, 0.331], [-4.444, -2.358, -1.570], [-6.168, -1.853, 0.026], [-1.716, -4.654, 2.317], [-2.864, -4.868, 3.881], [-0.946, -6.388, 1.978], [-0.408, -3.265, 2.766], [-2.428, -4.243, 1.493], [-2.724, -0.568, -5.972], [-2.151, -0.670, -7.805], [-2.381, -2.297, -5.211], [-4.455, -0.005, -5.849], [-2.118, 0.207, -5.383], [-0.347, 3.427, 3.655], [1.225, 3.139, 4.778], [-0.905, 5.299, 3.634], [-1.760, 2.449, 4.465], [-0.283, 3.118, 2.629], [-3.946, -2.109, 5.942], [-3.537, -3.410, 7.282], [-2.519, -1.038, 5.572], [-5.476, -1.127, 6.333], [-4.218, -2.617, 5.047], [1.715, -4.464, -2.725], [0.531, -3.127, -3.302], [1.328, -6.128, -3.553], [1.776, -4.573, -0.733], [2.715, -4.125, -3.018], [-0.679, 0.073, 0.926], [0.839, 1.195, 0.906], [-0.583, -1.408, -0.295], [-2.213, 1.185, 0.557], [-0.789, -0.433, 1.884], [6.493, 1.478, 2.398], [4.903, 0.639, 1.898], [8.009, 0.384, 1.891], [6.568, 1.955, 4.215], [6.448, 2.397, 1.896]], "lowdin_charge": [-1.68, 0.61, 0.59, 0.57, -0.08, -1.60, 0.58, 0.54, 0.58, -0.02, -1.63, 0.56, 0.56, 0.55, -0.05, -1.55, 0.57, 0.59, 0.52, -0.08, -1.64, 0.65, 0.53, 0.54, -0.10, -1.65, 0.56, 0.62, 0.56, -0.04, -1.63, 0.55, 0.50, 0.60, -0.06, -1.58, 0.57, 0.61, 0.54, -0.09, -1.56, 0.54, 0.58, 0.50, -0.01, -1.75, 0.55, 0.54, 0.65, -0.04, -1.58, 0.54, 0.56, 0.55, -0.09, -1.82, 0.59, 0.61, 0.64, -0.11, -1.64, 0.52, 0.61, 0.49, -0.07, -1.60, 0.59, 0.53, 0.51, -0.06, -1.69, 0.61, 0.60, 0.63, -0.09], "relative_energy_kcal_mol": 10.05, "total_charge": 0, "fmax_ev_per_a": 2.93, "homo_lumo_gap_ev": 9.44}

=====

{"formula": "C36H54EuN5O2P2", "method": "ωB97M-V with the def2-TZVPD basis set", "symbols": ["C", "C", "C", "C", "C", "H", "H", "H", "N", "P", "P", "C", "H", "H", "C", "O", "C", "H", "C", "C", "C", "C", "C", "H", "H", "H", "C", "H", "H", "H", "C", "H", "H", "H", "C", "H", "H", "H", "C", "H", "H", "H", "C", "H", "H", "H", "C", "H", "H", "H", "C", "H", "H", "H", "C", "H", "H", "H", "C", "H", "H", "H", "C", "H", "H", "H", "C", "H", "H", "H", "Eu", "N", "C", "C", "C", "C", "C", "H", "C", "H", "C", "H", "H", "H", "C", "N", "C", "C", "C", "N", "C", "O", "N", "H", "H", "H", "H", "H", "H", "H"], "coordinates": [[2.598, -0.540, 0.090], [1.853, 1.480, -0.837], [3.929, -0.204, -0.153], [3.169, 1.734, -1.305], [4.218, 0.934, -0.903], [4.706, -0.879, 0.209], [3.331, 2.627, -1.907], [5.245, 1.173, -1.170], [1.565, 0.281, -0.193], [0.734, -2.689, 0.517], [-0.525, 2.897, -0.082], [2.377, -1.904, 0.774], [3.155, -2.623, 0.455], [2.531, -1.751, 1.855], [-3.875, -1.386, -0.046], [-4.674, -2.176, -0.263], [0.905, 2.534, -1.039], [1.111, 3.167, -1.915], [-2.007, 3.276, -1.308], [0.159, 4.467, 0.761], [0.986, -3.625, -1.145], [0.636, -3.871, 2.010], [-2.916, 2.027, -1.277], [-3.262, 1.797, -0.253], [-3.818, 2.225, -1.876], [-2.446, 1.131, -1.717], [-2.823, 4.485, -0.824], [-3.197, 4.351, 0.199], [-2.269, 5.429, -0.883], [-3.697, 4.598, -1.483], [-1.496, 3.537, -2.728], [-2.362, 3.810, -3.354], [-0.786, 4.377, -2.772], [-1.023, 2.650, -3.175], [-0.844, 4.882, 1.851], [-1.121, 4.035, 2.497], [-0.386, 5.655, 2.484], [-1.765, 5.298, 1.427], [1.529, 4.109, 1.376], [1.576, 3.086, 1.773], [2.326, 4.198, 0.626], [1.758, 4.807, 2.198], [0.397, 5.590, -0.261], [1.177, 5.317, -0.986], [-0.497, 5.888, -0.820], [0.759, 6.472, 0.291], [-0.745, -4.550, 1.940], [-0.900, -5.142, 2.854], [-1.555, -3.808, 1.874], [-0.828, -5.232, 1.083], [0.713, -3.033, 3.303], [1.705, -2.594, 3.461], [-0.028, -2.227, 3.303], [0.499, -3.687, 4.163], [1.756, -4.921, 2.057], [1.749, -5.384, 3.056], [1.610, -5.733, 1.336], [2.752, -4.480, 1.907], [1.509, -2.608, -2.178], [1.503, -3.079, -3.174], [0.870, -1.717, -2.238], [2.539, -2.292, -1.962], [-0.389, -4.155, -1.589], [-1.137, -3.356, -1.655], [-0.279, -4.600, -2.590], [-0.765, -4.936, -0.916], [1.963, -4.804, -1.057], [2.909, -4.555, -0.559], [1.511, -5.677, -0.568], [2.207, -5.117, -2.085], [-1.096, -0.142, 0.356], [-1.839, -1.195, -2.214], [-1.557, -1.148, -3.363], [-0.972, -0.746, -4.607], [-1.442, -1.201, -5.852], [0.096, 0.178, -4.564], [-0.825, -0.755, -7.027], [-2.283, -1.896, -5.896], [0.697, 0.625, -5.742], [0.448, 0.559, -3.601], [0.237, 0.154, -6.973], [-1.180, -1.121, -7.995], [1.515, 1.348, -5.693], [0.705, 0.507, -7.896], [-3.181, -1.468, 4.817], [-1.977, -0.655, 4.683], [-1.190, -0.403, 5.772], [-0.084, 0.370, 5.609], [0.116, 0.957, 4.338], [-0.534, 0.539, 3.235], [-1.551, -0.327, 3.420], [-2.132, -0.860, 2.406], [1.000, 1.963, 4.182], [-3.459, -1.501, 5.873], [-3.007, -2.492, 4.466], [-3.997, -1.027, 4.240], [-1.529, -0.824, 6.720], [0.571, 0.634, 6.431], [1.440, 2.353, 5.006], [0.902, 2.586, 3.384]], "lowdin_charge": [-0.37, -0.39, -0.08, -0.06, -0.08, 0.11, 0.11, 0.11, 0.00, 1.05, 0.97, -0.30, 0.08, 0.08, -0.02, 0.07, -0.37, 0.05, -0.68, -0.70, -0.68, -0.69, -0.16, 0.06, 0.09, 0.01, -0.11, 0.08, 0.06, 0.09, -0.10, 0.09, 0.08, 0.06, -0.12, 0.06, 0.08, 0.06, -0.11, 0.05, 0.08, 0.09, -0.09, 0.08, 0.05, 0.09, -0.10, 0.09, 0.07, 0.06, -0.10, 0.08, 0.05, 0.09, -0.09, 0.09, 0.06, 0.08, -0.09, 0.10, 0.04, 0.09, -0.11, 0.03, 0.09, 0.06, -0.09, 0.08, 0.07, 0.09, 1.35, 0.11, -0.10, -0.22, -0.02, -0.02, -0.06, 0.12, -0.05, 0.11, -0.06, 0.11, 0.12, 0.12, 0.00, -0.04, 0.00, 0.01, -0.35, 0.16, -0.53, -0.23, 0.19, 0.10, 0.10, 0.10, 0.15, 0.12, 0.12, 0.08], "multiplicity": 8, "total_charge": 1, "fmax_ev_per_a": 3.83, "homo_lumo_gap_ev": [5.56, 5.57]}